{"formula": "C15H34F2O12", "method": "wB97M-V/def2-TZVPD", "e_lumo_ev": -0.319, "species": ["C", "C", "O", "C", "O", "O", "F", "H", "H", "H", "C", "C", "O", "C", "O", "O", "F", "H", "H", "H", "C", "C", "C", "O", "C", "H", "H", "H", "H", "H", "H", "H", "H", "C", "O", "H", "H", "H", "H", "C", "O", "H", "H", "H", "H", "C", "O", "H", "H", "H", "H", "C", "O", "H", "H", "H", "H", "C", "O", "H", "H", "H", "H"], "positions_angstrom": [[1.26000, -3.58449, -1.98692], [0.08525, -2.65532, -2.04077], [0.64068, -1.42069, -1.70681], [1.98539, -1.40626, -1.82587], [2.66821, -0.39938, -1.68382], [2.33863, -2.67553, -2.14214], [-0.70095, -3.06131, -1.02652], [1.35009, -4.19255, -2.88706], [1.26659, -4.22899, -1.10790], [-0.59073, -2.64439, -2.89578], [-0.50980, 1.37302, -2.65428], [-0.49825, 2.16369, -3.92926], [0.68216, 2.93713, -3.78826], [1.05840, 2.94227, -2.60108], [2.01971, 3.59543, -2.23787], [0.35418, 2.09718, -1.83269], [-1.56535, 2.93523, -4.08638], [-0.22836, 0.33887, -2.85286], [-1.52066, 1.39975, -2.24739], [-0.43923, 1.53852, -4.82020], [2.17164, 2.57306, 2.97324], [1.18243, 2.13983, 1.95638], [0.48168, 1.07219, 2.66944], [1.25756, 0.75506, 3.82677], [2.54406, 1.30436, 3.74924], [1.70846, 3.30213, 3.63809], [3.02515, 3.07425, 2.51672], [1.77614, 1.77461, 1.11839], [0.53755, 2.95043, 1.61701], [0.25051, 0.24073, 2.00360], [-0.44409, 1.51218, 3.04018], [3.21856, 0.60147, 3.26026], [3.08303, 1.48787, 4.67872], [-3.06519, -0.72385, -1.04145], [-1.80578, -0.40939, -1.58688], [-3.69763, -1.06407, -1.86144], [-2.82302, -1.54596, -0.36797], [-3.57482, 0.13233, -0.59947], [-2.04749, -0.00007, -2.42093], [-1.88742, 2.26502, 1.05779], [-2.06716, 1.03099, 1.68760], [-2.13256, 3.09786, 1.71688], [-0.88505, 2.34895, 0.63790], [-2.54464, 2.27560, 0.18829], [-1.58413, 0.34023, 1.22808], [1.22557, -1.58632, 0.83048], [2.10653, -2.65822, 0.78317], [1.70078, -0.64203, 0.56480], [0.42101, -1.82125, 0.13364], [0.86891, -1.55050, 1.85985], [2.99266, -2.42812, 1.07203], [-1.37694, -2.70649, 1.68491], [-2.69100, -2.87411, 1.13788], [-0.79862, -3.49327, 1.20054], [-1.03281, -1.71756, 1.38209], [-1.38397, -2.83965, 2.76672], [-3.34162, -2.41923, 1.67768], [0.07197, 0.43678, -0.12135], [-0.87427, -0.33977, 0.65429], [0.50371, -0.09887, -0.96680], [-0.29522, 1.38830, -0.50590], [0.98576, 0.64748, 0.43426], [-1.41589, -0.88499, 0.07898]], "atomic_forces_ev_per_a": [[0.7, -0.2, -2.4], [-0.2, -1.0, 0.6], [-0.5, -1.0, -3.1], [1.7, 0.4, 0.0], [-1.7, -3.0, -0.6], [1.9, 1.0, 0.7], [-1.5, 0.0, 0.8], [-0.3, -0.3, 0.2], [0.3, 0.6, 0.2], [0.5, 0.4, -0.4], [-1.0, 0.8, -1.2], [1.2, -1.1, -0.9], [-2.6, -0.2, -5.6], [4.7, 1.9, 4.6], [-1.7, -1.1, 0.2], [1.0, 1.0, -0.7], [-1.0, 1.2, 0.1], [0.5, 0.3, 0.3], [0.6, 0.7, 0.0], [0.3, 0.2, -0.1], [2.0, 1.4, 0.5], [1.6, 1.0, -0.8], [-1.2, 0.1, 1.2], [-0.3, -1.8, 1.2], [-0.3, 0.8, -1.2], [0.1, -0.1, 0.4], [0.1, 0.1, 0.0], [0.0, 0.3, -0.1], [0.3, -0.1, 0.0], [0.4, 0.1, 1.6], [0.0, -0.6, 0.1], [0.2, 0.1, -0.8], [-0.9, 0.1, 0.6], [-0.8, -0.8, -0.3], [-1.2, -0.2, -1.7], [-0.3, -0.5, 0.2], [-1.2, 0.0, 0.2], [0.3, 0.0, 0.5], [0.3, -0.5, 0.1], [-0.5, -0.6, -0.4], [-3.9, 4.1, 3.3], [0.0, 0.0, 0.0], [-0.4, 0.7, 0.5], [-0.4, 0.6, -0.4], [-0.6, 0.7, 0.5], [0.5, -0.7, 1.4], [1.3, -1.6, -0.7], [0.4, -1.0, 0.3], [0.9, 0.1, 1.4], [-0.3, 0.4, -0.1], [-0.1, 0.2, 0.1], [-0.6, -0.5, 0.1], [-0.6, -0.4, -0.1], [0.2, 0.1, 0.4], [0.1, -1.8, 1.5], [0.1, 0.0, 0.0], [0.1, 0.1, 0.2], [0.6, 1.3, -0.7], [4.3, -2.0, -4.5], [-1.5, 1.5, 1.5], [-0.6, -1.6, 1.7], [-1.5, 0.3, -0.2], [0.5, 0.2, -0.4]], "nbo_charge": [-0.13, 0.45, -0.54, 1.01, -0.57, -0.48, -0.33, 0.21, 0.24, 0.18, -0.13, 0.43, -0.45, 0.97, -0.58, -0.50, -0.32, 0.21, 0.21, 0.16, -0.41, -0.44, -0.12, -0.54, -0.06, 0.20, 0.21, 0.18, 0.23, 0.20, 0.21, 0.15, 0.19, -0.30, -0.75, 0.17, 0.23, 0.19, 0.47, -0.25, -0.80, 0.18, 0.16, 0.13, 0.44, -0.29, -0.76, 0.18, 0.19, 0.18, 0.48, -0.29, -0.76, 0.18, 0.21, 0.17, 0.47, -0.38, -0.79, 0.26, 0.23, 0.22, 0.56]}


{"formula": "C4H6O", "method": "wB97M-V/def2-TZVPD", "e_lumo_ev": 0.580, "smiles": "C=C1C[C@@H]1O", "relative_energy_kj_mol": 321.1, "species": ["C", "C", "C", "C", "O", "H", "H", "H", "H", "H", "H"], "positions_angstrom": [[0.56253, -0.84223, -1.26912], [0.00167, -0.35459, -0.19020], [-1.22185, 0.06609, 0.53076], [0.15335, 0.28576, 1.03150], [1.13906, 1.70710, 1.17249], [1.65515, -0.80099, -1.15665], [-0.07211, -1.15966, -2.11172], [-1.87995, 0.91608, 0.29843], [-1.70144, -0.67929, 1.05103], [0.24003, -0.25095, 2.01656], [1.24334, 2.22623, 0.31399]], "atomic_forces_ev_per_a": [[0.2, 0.3, 0.3], [-1.1, -0.4, -1.2], [-0.3, 2.6, -1.7], [3.4, 2.8, 3.7], [-2.3, -2.2, -1.1], [-0.4, -0.5, -1.1], [0.9, 0.0, 0.3], [0.5, -0.5, -0.6], [-1.2, -1.5, 1.3], [1.0, 0.9, -1.2], [-0.7, -1.5, 1.3]], "nbo_charge": [-0.37, -0.06, -0.47, 0.09, -0.77, 0.22, 0.22, 0.23, 0.22, 0.21, 0.47]}


{"formula": "C8H12MgO6", "method": "wB97M-V/def2-TZVPD", "e_lumo_ev": [-3.816, -4.522], "relative_energy_kj_mol": 351.0, "total_charge": 1, "spin_multiplicity": 2, "s_squared": 0.750, "species": ["O", "Mg", "O", "C", "O", "C", "C", "C", "H", "H", "H", "H", "H", "C", "H", "H", "C", "C", "O", "C", "O", "O", "H", "H", "H", "H", "H"], "positions_angstrom": [[2.92375, -0.13203, 0.16095], [4.88465, 2.72062, -0.44376], [3.01336, 2.00166, -0.39631], [2.38081, 0.96746, -0.23458], [1.04709, 0.95288, -0.23053], [0.36206, 1.77739, 0.61484], [2.12597, -1.34447, 0.33420], [3.06898, -2.50482, 0.50501], [1.48415, -1.20669, 1.21113], [1.49826, -1.45148, -0.55738], [3.80375, -2.30691, 1.29551], [2.47500, -3.38247, 0.79532], [3.59441, -2.73455, -0.43060], [-0.77741, 2.38725, 0.09549], [-1.25604, 3.13685, 0.73049], [-0.80733, 2.47898, -0.99588], [-1.19751, 0.73825, 1.04280], [-1.81858, -0.12566, -0.06250], [-3.11803, 0.35324, -0.42351], [-3.81371, -0.38233, -1.27286], [-3.43143, -1.39353, -1.81106], [-5.04882, 0.09912, -1.33566], [-0.87415, 1.11769, 2.03221], [-1.76610, 0.17074, 1.81746], [-1.91779, -1.15302, 0.31245], [-1.21633, -0.24459, -0.97143], [-5.61900, -0.53961, -1.78179]], "atomic_forces_ev_per_a": [[0.9, -0.1, -0.8], [-0.3, -0.1, 0.0], [0.7, 0.3, -0.6], [-1.5, -0.1, 2.4], [0.6, -0.6, -1.8], [0.3, -0.1, 2.7], [-0.6, -0.3, 0.0], [0.1, -0.2, 0.0], [0.1, 0.1, -0.2], [0.1, 0.0, 0.2], [-0.2, -0.1, -0.2], [0.2, 0.2, -0.1], [-0.1, 0.1, 0.3], [-2.0, -0.6, 0.9], [0.3, 0.0, -0.6], [-0.8, -0.2, 0.2], [0.1, 1.2, -3.9], [1.3, -1.4, 0.1], [0.4, 1.1, 0.6], [-0.3, -1.6, 0.0], [0.2, 0.4, 0.0], [-0.2, 0.5, 0.1], [1.8, -0.7, 0.2], [-1.3, 1.5, 0.8], [-0.2, 0.1, -0.1], [0.1, 0.5, 0.2], [0.2, 0.0, -0.2]], "mulliken_spin": [0.04, 1.00, -0.02, 0.00, -0.02, -0.01, 0.00, 0.00, 0.00, 0.00, 0.00, 0.00, 0.00, 0.00, 0.00, 0.00, 0.00, 0.00, 0.00, 0.00, 0.00, 0.00, 0.00, 0.00, 0.00, 0.00, 0.00]}